Computed, not measured: a cluster of 2 separate species, CH3OS2 in total in a non-equilibrium geometry, with ωB97M-V/def2-TZVPD.

Geometry (Å):
C 1.09 0.04 -0.15
O -1.57 -0.82 1.31
S -2.18 1.21 -0.76
S -1.41 -0.53 -0.15
H 1.05 0.05 0.88
H 1.43 0.94 -0.58
H 1.59 -0.89 -0.55

Summary:
Total charge: -1
Energy above the lowest of the compared OMol25 structures with the same formula, charge and spin (kcal per mole): 24.84